Density functional theory data (ωB97M-V/def2-TZVPD) for the molecule C3H9NS4.

Values from the calculation:
Frontier orbital gap   7.82 eV
Energy relative to the best compared isomer or geometry (same formula, charge and spin)   19.73 kcal/mol
LUMO level   -0.550 eV

```
! RIJCOSX wB97M-V def2-TZVPD def2/J DEFGRID3
* xyz 0 1
H 1.90376 -2.16311 -1.74937
H -0.84719 2.11743 0.44260
H -1.78401 1.98051 -0.85332
H 0.23883 -1.64254 -2.17466
N -0.66992 0.35972 -0.89790
H 0.54251 -0.08194 1.79244
S -1.80409 -0.49866 0.13027
S 1.28239 0.08953 -1.04064
C -0.82604 1.76043 -0.62228
S 2.25288 0.98844 -2.53761
H -0.16488 -1.47369 2.59326
S -1.67709 0.33075 1.96093
C -0.08751 -0.35013 2.60330
H 0.15563 0.20857 3.53393
H 0.57258 -2.21719 -0.55348
H -0.06047 2.24504 -1.15801
C 0.97261 -1.65316 -1.46947
*
```